1.
{"formula": "C6H17IrN3O7P2", "method": "wB97M-V/def2-TZVPD", "homo_ev": [-17.693, -17.537], "de_lowest_ev": 0.735, "e_tot_ha": -1716.4549, "molar_mass_g_mol": 497.38, "homo_lumo_gap_ev": [9.17, 7.22], "total_charge": 2, "spin_multiplicity": 2, "lumo_energy_ha": [-0.313, -0.379], "species": ["Ir", "C", "C", "N", "C", "C", "N", "C", "C", "N", "H", "H", "H", "H", "H", "H", "H", "H", "H", "H", "H", "H", "H", "H", "H", "O", "P", "O", "O", "O", "P", "O", "O", "O", "H", "H"], "xyz": [[0.5137, 0.0618, 0.0057], [-2.0504, 0.6694, 1.3171], [-1.4215, -0.5051, 2.0445], [-0.6622, -1.3263, 1.0480], [-1.5420, -2.1070, 0.1079], [-1.0227, -1.9941, -1.3141], [-0.6707, -0.5640, -1.5971], [-1.8612, 0.3428, -1.7656], [-1.6391, 1.6282, -0.9867], [-1.0536, 1.2728, 0.3528], [-2.9226, 0.3693, 0.7403], [-2.3716, 1.4364, 2.0200], [-0.7056, -0.1730, 2.7945], [-2.1871, -1.1085, 2.5339], [-0.0603, -1.9724, 1.5597], [-1.5744, -3.1507, 0.4167], [-2.5554, -1.7193, 0.1937], [-0.1115, -2.5786, -1.4479], [-1.7625, -2.3534, -2.0310], [-0.1087, -0.5371, -2.4480], [-2.0087, 0.5629, -2.8216], [-2.7452, -0.1905, -1.4211], [-0.9194, 2.2753, -1.4838], [-2.5706, 2.1757, -0.8405], [-0.6601, 2.1203, 0.7659], [3.5632, 2.2161, -0.6054], [2.8979, 1.0208, -1.3509], [3.4040, 0.5879, -2.6298], [1.3445, 1.3472, -1.1953], [2.8573, -0.2421, -0.2320], [2.9738, -0.2897, 1.4173], [3.8893, 0.8917, 1.8413], [3.2199, -1.6246, 1.9121], [1.4800, 0.3020, 1.6538], [4.4123, 2.5103, -0.9727], [4.6307, 0.6454, 2.4186]], "forces_ev_per_angstrom": [[0.49, 0.20, -0.33], [0.02, 0.02, -0.01], [-0.01, -0.01, -0.01], [0.14, -0.13, -0.06], [-0.01, -0.02, 0.01], [0.03, -0.01, -0.05], [0.06, -0.07, -0.01], [0.00, -0.01, 0.01], [0.00, -0.02, 0.03], [-0.21, -0.18, 0.10], [0.00, 0.00, 0.00], [0.00, -0.01, 0.00], [0.00, 0.00, 0.00], [0.00, 0.00, 0.00], [0.00, 0.01, 0.01], [0.00, 0.00, 0.00], [0.00, 0.00, 0.00], [0.00, 0.00, 0.00], [0.00, 0.00, 0.00], [-0.02, 0.03, -0.01], [0.00, 0.00, 0.00], [-0.01, 0.00, 0.00], [0.00, 0.00, 0.00], [0.00, 0.01, -0.01], [0.00, -0.01, 0.01], [0.07, -0.07, -0.06], [-0.06, 0.06, -0.01], [-0.10, -0.10, -0.01], [0.01, 0.19, 0.24], [-0.26, -0.26, -0.05], [-0.32, 0.18, 0.24], [0.11, -0.12, -0.03], [-0.13, -0.07, -0.05], [0.20, 0.37, 0.04], [0.00, 0.01, 0.01], [0.01, 0.01, -0.01]]}


2.
{"formula": "C6H17N2", "method": "wB97M-V/def2-TZVPD", "homo_ev": -13.567, "de_lowest_ev": 5.030, "e_tot_ha": -347.9060, "molar_mass_g_mol": 117.22, "homo_lumo_gap_ev": 5.83, "total_charge": 1, "lumo_energy_ha": -0.285, "species": ["N", "C", "C", "C", "N", "C", "C", "C", "H", "H", "H", "H", "H", "H", "H", "H", "H", "H", "H", "H", "H", "H", "H", "H", "H"], "xyz": [[0.8230, 1.3312, -2.9327], [0.5550, 0.2028, -2.0382], [-0.0595, -0.9665, -2.8603], [-0.2126, 0.5491, -0.8341], [-1.5391, 0.4291, 1.7430], [0.1827, -1.3981, 1.5997], [-0.4640, -0.3063, 2.4462], [0.5960, 0.7800, 2.7300], [1.1288, 2.1026, -2.3352], [-1.1808, 0.6552, 0.8226], [0.0215, 1.6449, -3.4742], [1.5209, -0.2190, -1.7321], [0.6220, -1.3452, -3.6178], [-0.3420, -1.7319, -2.1281], [-0.9903, -0.5729, -3.2626], [0.1419, 1.4884, -0.4203], [-1.1867, 0.0578, -0.8676], [-2.3074, -0.2335, 1.6238], [0.4718, -0.9074, 0.6450], [-0.5883, -2.1446, 1.3473], [1.1303, -1.8022, 1.9515], [-0.8314, -0.7595, 3.3645], [1.2977, 0.4519, 3.4933], [1.1537, 0.9884, 1.8076], [0.0570, 1.7056, 2.9288]], "forces_ev_per_angstrom": [[-0.36, 0.79, 1.91], [1.30, -2.90, -1.25], [-0.52, 0.76, 1.41], [0.16, 0.51, -3.26], [-0.09, -1.67, 0.46], [-1.01, -0.03, -0.48], [1.31, 1.53, -0.43], [-0.54, -0.36, -0.22], [0.37, 0.31, -0.80], [-0.42, 0.22, 0.69], [-0.20, -0.17, 0.19], [0.29, 0.36, 0.26], [-0.16, 0.10, 0.07], [0.20, -0.24, -0.40], [-0.08, -0.26, -0.56], [-0.65, -0.13, 0.96], [-0.09, 0.62, 0.83], [-0.15, 0.39, -0.23], [-0.03, 0.28, -0.46], [0.67, -0.17, 0.05], [-0.27, -0.27, 0.36], [-0.24, 0.18, 0.10], [0.03, 0.39, 0.09], [0.16, -0.19, 0.02], [0.32, -0.05, 0.68]]}


3.
{"formula": "C6H17N2", "method": "wB97M-V/def2-TZVPD", "homo_ev": -12.820, "de_lowest_ev": 5.767, "e_tot_ha": -347.8789, "molar_mass_g_mol": 117.22, "homo_lumo_gap_ev": 5.14, "total_charge": 1, "lumo_energy_ha": -0.282, "species": ["N", "C", "C", "C", "N", "C", "C", "C", "H", "H", "H", "H", "H", "H", "H", "H", "H", "H", "H", "H", "H", "H", "H", "H", "H"], "xyz": [[-0.5319, 1.7701, 0.2686], [-0.1762, 0.9662, 1.5801], [-0.0567, 1.9751, 2.7357], [0.9681, 0.1124, 1.3679], [-1.0973, -1.2182, -1.8601], [0.2578, -0.5780, -1.8192], [1.3607, -1.4470, -2.4534], [-1.5390, -1.6223, -0.5161], [0.3735, 1.5150, -0.1521], [-1.6802, -0.4618, -2.2191], [-0.3410, 2.7788, 0.4003], [-1.0479, 0.2481, 1.7659], [-0.9757, 2.5179, 2.9129], [0.8549, 2.5230, 2.5689], [0.1446, 1.3809, 3.6340], [0.8813, -0.9495, 1.5153], [1.9767, 0.5717, 1.5012], [0.2502, 0.4289, -2.2294], [0.5133, -0.4081, -0.7478], [2.0179, -0.7872, -3.0157], [0.9873, -2.1624, -3.1659], [1.8196, -2.0539, -1.6728], [-1.6114, -0.6910, 0.0378], [-2.4825, -2.1784, -0.5544], [-0.8660, -2.2301, 0.1176]], "forces_ev_per_angstrom": [[2.64, -0.94, 0.88], [-3.79, -0.53, -0.48], [1.22, -1.83, 0.75], [0.81, 1.28, 1.27], [1.97, 1.18, 0.55], [-0.96, -1.37, -0.89], [-0.23, 0.36, 0.58], [-0.26, -0.01, 0.03], [-0.83, 0.48, -1.52], [-0.51, -0.64, 0.32], [-0.54, -0.40, 0.57], [0.91, 1.30, -0.23], [0.00, 0.28, -0.46], [0.00, 0.97, 0.01], [-0.17, 0.25, 0.12], [0.07, -0.37, -0.37], [-0.55, -0.47, -0.88], [-0.26, -0.08, -0.44], [0.33, -0.02, 0.95], [0.56, -0.21, 0.39], [-0.62, -0.05, -0.25], [0.57, 0.23, -0.21], [-0.72, 0.24, 0.45], [0.11, 0.43, 0.00], [0.25, -0.08, -1.13]]}


4.
{"formula": "C6H17N2", "method": "wB97M-V/def2-TZVPD", "homo_ev": -14.260, "de_lowest_ev": 3.185, "e_tot_ha": -347.9738, "molar_mass_g_mol": 117.22, "homo_lumo_gap_ev": 11.54, "total_charge": 1, "lumo_energy_ha": -0.100, "species": ["C", "C", "C", "C", "N", "C", "C", "N", "H", "H", "H", "H", "H", "H", "H", "H", "H", "H", "H", "H", "H", "H", "H", "H", "H"], "xyz": [[-1.2669, 0.8258, -1.2740], [-0.7303, -0.0042, -0.0684], [-1.2960, -1.4733, -0.2466], [-1.2077, 0.5775, 1.2619], [0.8077, -0.2027, -0.0185], [1.5272, 1.3458, -0.2735], [1.2270, -0.7643, 1.1886], [1.2548, -0.9521, -1.1378], [-0.7840, 1.7600, -1.2561], [-1.0397, 0.2272, -2.1849], [-2.3211, 1.0006, -0.9873], [-0.9449, -2.1685, 0.5156], [-1.0574, -1.8640, -1.2289], [-2.4312, -1.3090, -0.2027], [-2.2052, 0.9697, 1.2024], [-1.3111, -0.1872, 1.9858], [-0.5814, 1.4340, 1.4969], [1.2049, 2.1441, 0.4648], [2.7121, 1.1397, -0.1971], [1.3023, 1.5384, -1.3735], [0.8851, -0.1951, 2.0366], [0.9928, -1.7814, 1.3196], [2.2807, -0.9196, 1.1283], [2.0498, -1.5757, -0.9227], [0.9632, -0.8739, -2.0911]], "forces_ev_per_angstrom": [[0.65, -1.84, 1.28], [-1.45, -2.12, -0.34], [-1.58, 1.72, 0.14], [0.36, 0.60, -1.19], [-0.42, 4.68, -4.41], [1.75, -1.61, -0.10], [1.64, -0.81, 1.67], [1.66, -1.81, 1.68], [0.43, 1.32, -0.46], [-0.78, 0.88, 0.30], [0.44, -0.37, -0.97], [-0.30, 0.10, 0.02], [-0.05, -0.07, -0.02], [1.58, -0.68, 0.13], [-0.52, 0.23, -0.55], [0.54, -0.52, 1.14], [0.05, -0.10, 0.72], [0.17, -1.21, -0.99], [-2.95, 0.36, 0.03], [0.15, -0.08, 1.81], [0.36, 0.21, 0.09], [-1.47, -1.25, -0.11], [1.18, 0.89, 0.36], [-0.93, 0.79, -0.37], [-0.50, 0.71, 0.15]]}


5.
{"formula": "C6H17N2", "method": "wB97M-V/def2-TZVPD", "homo_ev": -12.840, "de_lowest_ev": 1.222, "e_tot_ha": -348.0459, "molar_mass_g_mol": 117.22, "homo_lumo_gap_ev": 9.45, "total_charge": 1, "lumo_energy_ha": -0.125, "species": ["C", "C", "C", "N", "H", "H", "H", "H", "H", "H", "H", "H", "H", "H", "C", "C", "C", "N", "H", "H", "H", "H", "H", "H", "H"], "xyz": [[-2.2546, -1.0667, -0.8373], [-1.3281, -0.4166, -1.8414], [-2.0061, -0.0077, -3.1343], [-0.7405, 0.8345, -1.1901], [-1.7433, -1.3035, 0.0968], [-3.1065, -0.4197, -0.6145], [-2.6440, -1.9957, -1.2501], [-0.4631, -1.0454, -2.0462], [-2.8677, 0.6352, -2.9352], [-2.3716, -0.9006, -3.6363], [-1.3231, 0.4953, -3.8213], [-0.2363, 0.5910, -0.3301], [-0.0856, 1.3074, -1.8146], [-1.4871, 1.4897, -0.9506], [1.9504, -1.0944, 0.6164], [1.3803, 0.1196, 1.3299], [1.6509, 1.2896, 3.3214], [2.0225, 0.3069, 2.6299], [1.4958, -1.2397, -0.3681], [3.0238, -0.9784, 0.4845], [1.7837, -1.9933, 1.2096], [0.2994, -0.0138, 1.4965], [1.5403, 1.0239, 0.7230], [0.8814, 2.0021, 3.0016], [2.1142, 1.4620, 4.2873]], "forces_ev_per_angstrom": [[-0.02, 0.01, 0.06], [0.00, 0.13, -0.10], [-0.03, 0.00, 0.07], [0.01, -0.17, -0.04], [0.02, -0.04, -0.01], [0.00, -0.01, -0.02], [0.02, 0.01, 0.00], [0.03, -0.05, 0.03], [0.05, 0.00, -0.05], [-0.02, -0.03, -0.02], [-0.02, 0.01, 0.04], [-0.01, 0.07, 0.03], [-0.03, 0.02, -0.02], [0.02, 0.03, 0.00], [-0.02, 0.00, 0.11], [0.07, -0.03, 0.07], [0.06, 0.04, 0.05], [-0.06, -0.03, -0.15], [0.00, -0.03, -0.03], [0.02, 0.01, -0.04], [-0.01, 0.02, -0.04], [-0.04, 0.03, 0.00], [-0.01, 0.02, 0.03], [-0.03, 0.01, -0.01], [0.00, -0.01, 0.03]]}


6.
{"formula": "C6H17N2", "method": "wB97M-V/def2-TZVPD", "homo_ev": -13.154, "de_lowest_ev": 1.501, "e_tot_ha": -348.0357, "molar_mass_g_mol": 117.22, "homo_lumo_gap_ev": 9.96, "total_charge": 1, "lumo_energy_ha": -0.117, "species": ["C", "C", "C", "N", "C", "C", "C", "N", "H", "H", "H", "H", "H", "H", "H", "H", "H", "H", "H", "H", "H", "H", "H", "H", "H"], "xyz": [[-1.1703, 3.2350, -0.0932], [0.1472, 2.4737, 0.0631], [0.4933, 1.4936, -1.0381], [0.0067, 0.1129, -0.6394], [0.6600, -0.4929, 0.5196], [0.5474, -2.0198, 0.4637], [-0.6600, -2.5448, 1.2248], [0.4900, -2.4561, -1.0023], [-2.0520, 2.9369, 0.4722], [-1.1055, 4.2573, 0.2988], [-1.5019, 3.1302, -1.1346], [0.9825, 3.1823, 0.1792], [0.3373, 2.1124, 1.1081], [1.5113, 1.4035, -1.3967], [-0.1083, 1.6562, -1.9499], [-0.9939, 0.0769, -0.4915], [1.6956, -0.2007, 0.7502], [0.3470, -0.0578, 1.4975], [1.5058, -2.4116, 0.8484], [-0.4543, -2.3783, 2.2833], [-1.6410, -2.3368, 0.8308], [-0.5201, -3.6565, 1.2356], [1.4422, -2.6550, -1.3085], [0.2101, -1.6424, -1.5755], [-0.1690, -3.2180, -1.1454]], "forces_ev_per_angstrom": [[-0.55, 0.02, 0.13], [1.67, 1.28, 1.50], [-2.21, -1.78, 0.16], [1.38, -0.30, -0.27], [0.31, 1.18, 0.93], [-0.06, 0.57, 0.28], [1.95, -2.60, 0.28], [0.54, 0.41, 0.41], [0.21, -1.02, 0.30], [0.37, 0.05, -0.87], [0.18, 0.81, 0.14], [-0.30, 0.47, -0.94], [-0.83, -0.71, -0.82], [0.34, 0.12, 0.53], [0.31, 0.52, 0.36], [-0.08, 0.52, 0.01], [0.29, 0.01, -1.65], [-1.03, -0.90, -0.39], [-0.75, -0.24, 0.01], [-0.71, 0.75, -0.07], [-0.23, 0.58, 0.15], [-0.56, 0.50, -0.31], [-0.22, -0.61, -0.16], [-0.35, 0.63, 0.33], [0.34, -0.27, -0.07]]}